# C4H9NS

A single C4H9NS molecule (ωB97M-V with the def2-TZVPD basis set, the Open Molecules 2025 dataset).

Last column: Mulliken charge in e.
Atoms and positions in Å:
C -0.7176 0.2803 0.2134  -0.1925
C 0.4809 -0.5806 0.7935  -0.5859
C 1.7443 0.2063 0.3897  -0.7206
C -0.2570 0.6404 -1.3222  -0.5962
H -2.2140 -0.8327 1.0411  0.2804
H -1.8394 -1.1326 -0.5356  0.2882
H -0.7079 1.1975 0.8271  0.3646
H 0.5229 -1.5726 0.2836  0.2740
H 0.3959 -0.7206 1.8593  0.3559
H 1.8740 1.0761 1.0094  0.3343
H 2.5998 -0.4161 0.3097  0.3994
H -0.7514 1.5911 -1.6569  0.3154
H -0.5859 -0.1989 -1.9401  0.3321
N -2.0401 -0.3927 0.1121  -0.6761
S 1.4956 0.8552 -1.3841  -0.1731

Calculated values
**SMILES**: N[C@H]1CCSC1
**Energy above the lowest of the compared OMol25 structures with the same formula, charge and spin**: 12.0 kcal per mole
**Gap between HOMO and LUMO**: 9.52 eV

# C6H9NO3

A single C6H9NO3 molecule (ωB97M-V with the def2-TZVPD basis set, the Open Molecules 2025 dataset).

Last column: Mulliken charge in e.
Atoms and positions in Å:
C -2.2548 -1.2579 -0.3008  -0.1221
C -1.3076 0.6389 0.1177  0.7851
C -0.3967 -0.2402 -0.1732  -0.1155
C -1.3237 2.0556 0.4204  -1.2559
C 1.6314 -1.6700 0.1075  -1.2703
C 1.4605 -0.2063 -0.1217  0.9377
N -2.5979 -0.0691 0.0354  -0.6314
O -0.9573 -1.4337 -0.3767  -0.3409
O 1.8241 0.3352 -1.3995  -0.5265
O 1.7747 0.5520 1.0021  -0.4837
H -2.9819 -2.0154 -0.4271  0.4341
H -0.4132 2.5197 -0.0115  0.3566
H -2.2246 2.3422 -0.0967  0.3573
H -1.3527 2.3098 1.4527  0.2598
H 2.7554 -1.8725 0.1451  0.3531
H 1.1567 -1.9874 0.9979  0.3228
H 1.1737 -2.2027 -0.8168  0.2891
H 2.6225 0.8014 -1.4971  0.3187
H 1.4114 1.4003 0.9423  0.3319

Calculated values
**SMILES**: Cc1ncoc1C(C)(O)O
**Energy above the lowest of the compared OMol25 structures with the same formula, charge and spin**: 56.2 kcal per mole
**Gap between HOMO and LUMO**: 9.73 eV

# C4H11NO2

2 unconnected molecules or ions with the total composition C4H11NO2 (ωB97M-V with the def2-TZVPD basis set, the Open Molecules 2025 dataset).

Last column: Mulliken charge in e.
Atoms and positions in Å:
C 0.7703 -0.7365 -1.2766  -0.2138
C -0.3278 -1.7246 -1.0572  -0.9449
C 0.4937 0.7106 -0.8096  0.4039
N -0.2853 0.9069 0.2790  -0.1393
C -0.4512 2.2115 0.8828  -0.8464
O 1.1068 1.6007 -1.3765  -0.6403
H 1.7598 -0.9700 -0.6584  0.1767
H 0.9941 -0.5903 -2.2848  0.3179
H -0.0688 -2.7605 -1.2369  0.3397
H -1.1845 -1.4619 -1.8042  0.2325
H -0.7642 -1.6352 -0.1048  0.2385
H -0.2869 0.1940 0.9577  0.2003
H -0.9880 2.9214 0.2101  0.2538
H -0.8213 2.0424 1.9060  0.3012
H 0.5350 2.6016 0.9200  0.3308
H -1.4567 -2.3180 3.2033  0.3122
H -0.2830 -2.9137 2.2387  0.3312
O -0.9004 -2.1287 2.4095  -0.6540

Calculated values
**SMILES**: CCC(=O)NC.O
**Energy above the lowest of the compared OMol25 structures with the same formula, charge and spin**: 23.8 kcal per mole
**Gap between HOMO and LUMO**: 9.72 eV

# C5H9NS2

2 unconnected molecules or ions with the total composition C5H9NS2 (ωB97M-V with the def2-TZVPD basis set, the Open Molecules 2025 dataset).

Last column: Mulliken charge in e.
Atoms and positions in Å:
C -0.1271 -0.1667 -1.8303  0.3933
C -0.1591 1.9767 -0.5664  -1.1369
C -2.0295 -1.5492 -0.1258  -0.8402
C 2.1476 -0.3156 1.6227  -0.5628
C -0.3872 0.5212 -0.6858  0.1757
N 0.1259 -0.7143 -2.8247  -0.4511
S -1.1471 -0.2104 0.6671  -0.0097
S 2.6738 0.2800 0.0369  -0.1085
H -0.1412 2.1196 0.5560  0.3176
H -1.1316 2.5150 -0.8862  0.2841
H 0.7290 2.4185 -0.8811  0.3505
H -2.1072 -1.4726 -1.2303  0.3483
H -3.0923 -1.6328 0.2779  0.3145
H -1.4078 -2.4154 0.1395  0.2570
H 2.9678 -0.8520 2.0670  0.3429
H 1.2949 -1.0696 1.4656  0.1183
H 1.7912 0.5678 2.1979  0.2071

Calculated values
**Energy above the lowest of the compared OMol25 structures with the same formula, charge and spin**: 79.9 kcal per mole
**Gap between HOMO and LUMO (alpha / beta)**: 7.97 / 6.29 eV

# C3H6ClN2O4S

A gas-phase ion, C3H6ClN2O4S (charge -1) (ωB97M-V with the def2-TZVPD basis set, the Open Molecules 2025 dataset).

Last column: Mulliken charge in e.
Atoms and positions in Å:
C -3.8431 1.0180 -0.5571  0.7276
C 0.4425 -0.9595 0.7310  -0.8410
C -0.4564 0.8779 -0.4950  -1.0432
N -1.7619 -0.3708 0.9729  -0.4276
N -0.5086 0.1853 0.7920  -0.0487
O -3.1721 0.1080 -1.1491  -0.4707
O -4.0215 2.1534 -0.8321  -0.5440
O -3.3827 -2.1340 0.1694  -0.6592
O -1.5283 -1.8131 -1.3244  -0.5686
S -2.2433 -1.2901 -0.1869  0.9608
Cl -4.4774 0.4108 0.9424  -0.2126
H 0.1829 -1.9002 1.3804  0.2519
H 0.6807 -1.3959 -0.2098  0.3803
H 1.4605 -0.4627 1.0965  0.3050
H -0.7789 1.8735 -0.5270  0.3189
H 0.5960 1.0779 -0.6275  0.3649
H -0.8189 0.3290 -1.2612  0.5063

Calculated values
**SMILES**: CN(C)N=[S@](=O)([O-])OC(=O)Cl
**Net charge**: -1
**Energy above the lowest of the compared OMol25 structures with the same formula, charge and spin**: 41.8 kcal per mole
**Gap between HOMO and LUMO**: 8.76 eV

# C17H61FN24O17PS

13 unconnected molecules or ions with the total composition C17H61FN24O17PS (ωB97M-V with the def2-TZVPD basis set, the Open Molecules 2025 dataset).

Last column: Mulliken charge in e.
Atoms and positions in Å:
C -0.2270 -0.3707 1.5141  -1.3549
C -0.3666 -1.7008 0.7538  0.7282
O 0.9752 -2.1918 0.6182  -0.4142
C -1.0817 -1.5361 -0.5945  -1.5288
C -0.1741 -1.3773 -1.7985  1.0005
C 0.6198 -0.1067 -1.8284  -0.3028
O 1.0125 0.1011 -3.1799  -0.4876
P -0.0581 -0.6468 -4.2712  0.5338
S 1.4403 -2.5668 -4.3690  0.9438
O 0.7688 -3.8238 -4.1642  -0.6834
O 2.6384 -2.4776 -3.5793  -0.6552
F 1.9260 -2.6269 -5.9399  -0.3015
O -0.9220 -1.3633 -2.9962  -0.5019
H -0.5947 0.4281 0.8821  0.2009
H -0.7775 -0.3823 2.4444  0.3198
H 0.8241 -0.1962 1.7152  0.3549
H -0.9336 -2.4222 1.3418  0.3430
H 1.0166 -2.9623 0.0411  0.2483
H -1.6994 -2.4086 -0.8073  0.2820
H -1.7771 -0.7055 -0.5071  0.3152
H 0.4500 -2.2750 -1.8289  -0.1765
H 1.4810 -0.0844 -1.1700  0.2696
H -0.0656 0.7175 -1.5991  0.1462
H -0.9228 0.4851 -4.3793  -0.0703
H 0.7339 -0.1896 -5.3286  -0.2648
H -0.7864 -1.4500 -5.2107  0.0109
C -2.1006 1.0711 5.0506  0.4464
O -1.7722 0.8354 3.8992  -0.7360
N -3.3047 1.6284 5.3996  0.0004
N -1.2760 0.7889 6.1043  -0.2252
H -3.5656 1.8319 6.3498  0.1942
H -3.9525 1.8478 4.6658  0.1425
H -0.3720 0.4028 5.8891  0.1485
H -1.5190 0.9758 7.0599  0.1640
C -3.5187 4.1502 2.7403  0.4630
O -3.9330 3.6805 3.8012  -0.7878
N -4.1210 5.1825 2.1069  -0.2589
N -2.4118 3.6201 2.1386  -0.0538
H -3.8222 5.6020 1.2197  0.1873
H -4.9411 5.5471 2.5552  0.1922
H -1.9529 2.8507 2.5918  -0.0451
H -2.0437 3.9467 1.2659  0.1431
C -0.8419 4.0371 -2.7008  0.7362
O -1.1933 3.7380 -1.5647  -0.7104
N -1.5817 4.8530 -3.5108  -0.3990
N 0.3180 3.5541 -3.2020  -0.3121
H -1.3101 5.0864 -4.4462  0.1570
H -2.4463 5.2042 -3.1447  0.2232
H 0.8366 2.9282 -2.6117  0.1576
H 0.6611 3.7241 -4.1294  0.1555
C -1.9749 7.1467 0.0110  0.7186
O -3.1786 7.0305 0.2402  -0.7731
N -1.3935 8.3743 -0.1350  -0.4241
N -1.1692 6.0726 -0.0941  -0.0945
H -0.4170 8.4999 -0.3188  0.1591
H -1.9863 9.1778 -0.0522  0.2299
H -1.5831 5.1581 -0.0473  0.0403
H -0.1837 6.1273 -0.2686  0.1564
C 1.0203 1.4775 -8.0740  0.5742
O 0.5590 1.4546 -6.9487  -0.6298
N 0.3250 2.0204 -9.1404  -0.4413
N 2.2294 0.9475 -8.3848  -0.2882
H 0.6756 2.0282 -10.0784  0.1514
H -0.5814 2.3991 -8.9474  0.2159
H 2.7601 0.5361 -7.6398  0.2104
H 2.5819 0.8949 -9.3195  0.1781
C 2.0739 -2.5114 -9.8606  0.5817
O 2.5424 -1.3821 -9.8288  -0.6570
N 1.5762 -3.1017 -8.7473  -0.1210
N 2.0195 -3.2642 -11.0094  -0.3790
H 1.1788 -4.0256 -8.7341  0.1743
H 1.6215 -2.5771 -7.8879  0.1467
H 2.3842 -2.8553 -11.8472  0.2168
H 1.6324 -4.1886 -11.0347  0.1633
C 3.7305 -2.7099 3.6972  0.5748
O 3.6187 -2.5727 4.9173  -0.8143
N 2.7223 -2.4457 2.8361  -0.0960
N 4.8918 -3.1494 3.1321  -0.2308
H 2.7713 -2.5931 1.8462  0.1427
H 1.8721 -2.0666 3.2106  0.1095
H 5.6531 -3.3681 3.7423  0.1071
H 5.0291 -3.2672 2.1459  0.1847
C 2.9943 1.0636 5.7402  0.5780
O 1.8461 0.7252 5.5169  -0.6229
N 3.3567 2.3942 5.7686  -0.4101
N 4.0020 0.1797 5.9829  -0.3539
H 4.2906 2.7088 5.9450  0.1447
H 2.6361 3.0665 5.5885  0.2216
H 3.7781 -0.8061 5.9512  0.2845
H 4.9423 0.4610 6.1799  0.1390
C -1.2302 -5.9436 -7.8946  0.7204
O -0.3512 -5.7107 -8.7092  -0.7019
N -2.2080 -5.0393 -7.6051  -0.3783
N -1.2890 -7.1238 -7.2077  -0.4125
H -2.9281 -5.1996 -6.9275  0.1598
H -2.1724 -4.1568 -8.0803  0.2130
H -0.5717 -7.7981 -7.3937  0.2089
H -1.9920 -7.3310 -6.5252  0.1584
C -5.0392 3.3810 7.4073  0.6969
O -6.0358 2.9606 6.8518  -0.6597
N -4.9036 3.3170 8.7812  -0.3619
N -3.9838 3.9411 6.7531  -0.4090
H -4.0968 3.6477 9.2731  0.1591
H -5.6583 2.9049 9.2948  0.2074
H -4.0083 4.0115 5.7440  0.3115
H -3.1764 4.2819 7.2379  0.1331
C 7.5147 -5.4469 1.9249  0.6542
O 6.9576 -4.3983 1.6645  -0.6531
N 8.3007 -5.6047 3.0377  -0.3796
N 7.3986 -6.5511 1.1261  -0.3963
H 8.7652 -6.4608 3.2704  0.1607
H 8.4070 -4.8112 3.6405  0.2110
H 6.8281 -6.4621 0.3057  0.2263
H 7.8458 -7.4259 1.3197  0.1577
C -4.4525 -0.9278 8.3915  0.6428
O -4.1715 0.1337 8.9223  -0.6349
N -5.0825 -1.9386 9.0736  -0.4205
N -4.1562 -1.1845 7.0881  -0.3120
H -5.3230 -2.8177 8.6586  0.1506
H -5.3105 -1.7696 10.0342  0.2291
H -3.6973 -0.4457 6.5840  0.1539
H -4.3619 -2.0452 6.6191  0.1586

Calculated values
**Net charge**: -1
**Gap between HOMO and LUMO**: 7.13 eV

# C6H9N

A single C6H9N molecule (ωB97M-V with the def2-TZVPD basis set, the Open Molecules 2025 dataset).

Last column: Mulliken charge in e.
Atoms and positions in Å:
C 0.3969 0.6242 -0.6441  0.2015
C 0.4392 0.4529 0.6593  0.4293
C -1.0680 -2.6732 -0.3381  -0.3528
C 0.4669 -0.7772 -0.1846  -0.3789
C 0.1594 1.6196 -1.7046  -1.0582
C 0.3372 0.8621 2.0094  -1.1446
N -0.8304 -1.4539 -0.2532  -0.3944
H -2.1218 -2.8618 -0.2790  0.2717
H -0.2359 -3.4327 -0.3523  0.2455
H 1.4333 -1.2015 -0.1891  0.4487
H 0.7481 2.5043 -1.5172  0.2845
H -0.8816 1.8846 -1.4277  0.2477
H 0.1925 1.4415 -2.8301  0.2926
H 0.3748 2.0091 2.0107  0.2563
H 1.1344 0.5048 2.6741  0.3024
H -0.5450 0.4971 2.3664  0.3486

Calculated values
**SMILES**: C=NC1C(C)=C1C
**Energy above the lowest of the compared OMol25 structures with the same formula, charge and spin**: 92.4 kcal per mole
**Gap between HOMO and LUMO**: 9.75 eV

# C5H15NOS

2 unconnected molecules or ions with the total composition C5H15NOS (ωB97M-V with the def2-TZVPD basis set, the Open Molecules 2025 dataset).

Last column: Mulliken charge in e.
Atoms and positions in Å:
C 0.7506 0.6596 -0.6225  -0.9395
N 0.3993 0.6473 -2.0269  -0.2348
C -0.6391 -0.2117 -2.5686  -0.9298
C -1.9325 -0.2430 -1.7828  -0.3762
S -3.2268 -1.2529 -2.5371  -0.2448
C -0.1548 1.3940 0.3677  0.0938
C 0.4267 1.2759 1.7876  -1.2296
H 0.8732 -0.3856 -0.3068  0.3319
H 1.7584 1.0863 -0.5692  0.3928
H 0.3979 1.5701 -2.4267  0.2750
H -0.2658 -1.2081 -2.7590  0.3613
H -0.8968 0.2508 -3.5063  0.4062
H -1.7770 -0.5918 -0.7715  0.3189
H -2.2794 0.7901 -1.7004  0.3167
H -2.4770 -1.9621 -3.3914  0.1097
H -1.1482 0.9555 0.4239  0.1143
H -0.2599 2.4191 0.0234  0.2791
H 0.4809 2.2093 2.3509  0.3193
H -0.1714 0.6107 2.4101  0.3105
H 1.4542 0.9003 1.8170  0.3254
H 3.5669 -2.8062 5.6325  0.3214
H 2.3331 -3.4781 5.0723  0.3205
O 2.7875 -2.6292 5.0839  -0.6423

Calculated values
**SMILES**: CCCNCCS.O
**Energy above the lowest of the compared OMol25 structures with the same formula, charge and spin**: 19.4 kcal per mole
**Gap between HOMO and LUMO**: 9.50 eV

Computed strongest force on any atom, in the same sequence as the records: 2.58; 5.68; 3.58; 4.20; 4.35; 2.66; 4.11; 0.96 eV/A.
Computed E_tot, in the same sequence as the records: -16618.9360; -13998.1695; -9911.2108; -28488.1695; -37734.6671; -112044.6396; -7854.1542; -19800.4938 eV.